[1]
{"formula": "C33H58O33", "method": "ωB97M-V/def2-TZVPD", "symbols": ["C", "C", "O", "C", "O", "O", "H", "H", "H", "H", "C", "C", "O", "C", "O", "O", "H", "H", "H", "H", "C", "C", "O", "C", "O", "O", "H", "H", "H", "H", "C", "C", "O", "C", "O", "O", "H", "H", "H", "H", "C", "O", "C", "O", "O", "C", "H", "H", "H", "H", "H", "H", "C", "O", "C", "O", "O", "C", "H", "H", "H", "H", "H", "H", "C", "O", "C", "O", "O", "C", "H", "H", "H", "H", "H", "H", "C", "O", "C", "O", "O", "C", "H", "H", "H", "H", "H", "H", "C", "O", "C", "O", "O", "C", "H", "H", "H", "H", "H", "H", "C", "O", "C", "O", "O", "C", "H", "H", "H", "H", "H", "H", "C", "O", "C", "O", "O", "C", "H", "H", "H", "H", "H", "H"], "coordinates": [[0.20744, 2.26010, -4.64693], [-0.54655, 2.09436, -3.30253], [-1.37211, 0.95905, -3.58172], [-1.47186, 0.75091, -4.90907], [-2.19661, -0.05086, -5.39640], [-0.63866, 1.55524, -5.57526], [1.11220, 1.65236, -4.56108], [0.40364, 3.26059, -5.00846], [-1.18994, 2.94209, -3.07794], [0.15133, 1.79586, -2.53449], [2.00942, -5.33852, 1.81334], [0.96197, -6.41477, 2.03712], [-0.23747, -5.75443, 1.65342], [0.11730, -4.74103, 0.81515], [-0.67495, -4.15691, 0.18374], [1.44222, -4.60282, 0.73913], [2.98100, -5.76759, 1.59510], [2.08971, -4.71391, 2.70773], [0.94061, -6.77491, 3.06023], [1.20386, -7.25472, 1.37902], [-3.77195, 1.99694, 2.36532], [-4.79190, 0.90688, 2.03995], [-3.99880, -0.28562, 2.09957], [-2.93426, -0.05563, 2.90416], [-2.17656, -0.86981, 3.28975], [-2.75949, 1.25989, 3.06530], [-4.17290, 2.77124, 3.01459], [-3.28730, 2.43994, 1.49633], [-5.11369, 1.04005, 1.00631], [-5.68613, 0.89866, 2.65879], [-1.86380, -0.14506, -0.66020], [-1.33808, -1.50451, -0.19282], [-0.26509, -1.14067, 0.67071], [0.18319, 0.07857, 0.31204], [1.14265, 0.63148, 0.72900], [-0.68260, 0.64952, -0.55194], [-2.67460, 0.07908, 0.03473], [-2.21588, -0.21759, -1.68273], [-1.03361, -2.15891, -1.00941], [-2.10946, -2.00418, 0.39019], [1.70454, -2.47748, -1.57080], [1.44296, -3.20400, -2.76499], [0.93881, -2.45551, -3.70811], [0.62694, -1.32870, -3.55561], [0.86429, -3.12084, -4.81416], [0.36040, -2.41758, -5.95683], [1.60422, -1.39632, -1.60571], [2.63982, -2.77267, -1.12011], [0.86311, -2.69724, -0.90955], [-0.00732, -3.18100, -6.63057], [1.15974, -1.79068, -6.34486], [-0.48412, -1.77696, -5.69385], [-8.94872, 0.54297, -0.26789], [-8.13990, 0.24343, -1.37726], [-7.13487, -0.59922, -1.14983], [-6.75311, -0.92768, -0.06682], [-6.64922, -0.98962, -2.31813], [-5.46848, -1.77984, -2.25633], [-9.70706, 1.26614, -0.55644], [-8.35398, 1.00867, 0.52054], [-9.46633, -0.31858, 0.15241], [-5.04028, -1.77726, -3.25964], [-5.69523, -2.81685, -2.00774], [-4.67645, -1.42380, -1.59847], [-0.46749, 3.33667, 1.52355], [0.02173, 4.15231, 2.57968], [-0.79597, 5.03910, 3.05581], [-1.90643, 5.22535, 2.72203], [-0.18199, 5.67134, 4.02026], [-0.92194, 6.74153, 4.58928], [-1.13576, 2.53844, 1.83623], [0.38347, 2.92995, 0.99033], [-1.01062, 3.96087, 0.80538], [-1.48657, 7.27155, 3.82089], [-0.26085, 7.40343, 5.13349], [-1.67911, 6.34822, 5.27557], [7.57088, 2.56808, -1.97108], [6.15789, 2.46067, -1.87534], [5.63734, 1.32851, -2.26736], [6.21873, 0.35863, -2.62541], [4.32937, 1.45227, -2.16134], [3.54577, 0.34312, -2.52425], [8.05571, 1.72301, -1.48779], [7.84642, 3.44940, -1.38924], [7.88397, 2.76933, -2.99355], [4.09103, -0.58854, -2.67244], [3.06051, 0.60219, -3.46526], [2.77655, 0.12616, -1.79427], [5.20565, -4.71906, 0.17693], [5.37234, -3.35321, -0.12871], [4.69074, -2.42755, 0.52616], [3.82232, -2.61337, 1.32045], [5.13955, -1.25684, 0.13605], [4.57787, -0.07396, 0.70209], [5.55136, -4.94939, 1.19790], [5.91698, -5.25889, -0.44644], [4.20406, -5.14075, 0.09929], [5.04734, 0.85170, 0.39081], [4.67032, -0.15801, 1.78557], [3.52677, -0.02868, 0.42022], [6.08363, 6.44778, -1.37446], [5.89825, 5.54028, -0.28338], [4.68544, 5.04430, -0.09162], [3.76362, 5.15190, -0.83360], [4.69360, 4.43079, 1.06951], [3.56328, 3.65608, 1.43992], [5.32135, 7.22494, -1.41330], [6.16546, 5.84099, -2.27841], [7.02226, 6.97465, -1.20537], [2.85748, 4.27646, 1.98868], [3.85350, 2.81824, 2.06611], [3.07364, 3.28421, 0.53669], [-2.73367, -4.09446, 2.79801], [-3.36750, -3.88396, 4.05770], [-4.56726, -3.34594, 4.02905], [-5.23592, -3.15478, 3.07101], [-4.92273, -3.05601, 5.27932], [-6.10189, -2.28085, 5.41850], [-2.59400, -3.17491, 2.25012], [-3.25247, -4.85884, 2.21827], [-1.80579, -4.58002, 3.09172], [-6.96128, -2.79983, 4.98147], [-6.06867, -1.32159, 4.89163], [-6.25024, -2.10280, 6.47788]], "multiplicity": 1, "homo_energy_ev": -10.379, "orbital_gap_ev": 10.84, "total_energy_ev": -102728.525, "e_above_lowest_kcal_mol": 0.0}


[2]
{"formula": "C33H60BN3O4P2Pb", "method": "ωB97M-V/def2-TZVPD", "symbols": ["Pb", "C", "C", "C", "C", "P", "C", "N", "B", "N", "C", "P", "C", "C", "C", "C", "C", "C", "C", "C", "C", "C", "C", "C", "C", "C", "C", "C", "C", "C", "H", "H", "H", "H", "H", "H", "H", "H", "H", "H", "H", "H", "H", "H", "H", "H", "H", "H", "H", "H", "H", "H", "H", "H", "H", "H", "H", "H", "H", "H", "H", "H", "H", "H", "H", "H", "H", "H", "H", "H", "H", "H", "H", "H", "C", "C", "C", "O", "C", "O", "O", "H", "H", "H", "H", "H", "H", "H", "C", "C", "C", "C", "C", "N", "H", "H", "H", "H", "H", "H", "H", "H", "H", "O"], "coordinates": [[0.04276, 0.10958, -0.60077], [-0.48569, -5.21712, -0.82095], [-0.42832, -4.45516, 0.50758], [-0.19314, -5.45690, 1.63983], [-1.78460, -3.76793, 0.70571], [0.83061, -3.07543, 0.34445], [1.25814, -2.54572, 2.11656], [0.30584, -1.56712, 2.60585], [0.09929, -0.23255, 2.07578], [-1.32712, 0.07564, 2.35530], [-2.24706, 1.06547, 1.84552], [-3.83300, 0.51926, 0.88230], [-5.08167, 1.86343, 1.48637], [-5.12277, 3.14628, 0.63996], [-6.47338, 1.20967, 1.54883], [-4.81900, 2.34373, 2.92195], [-3.77124, 0.57328, -1.01685], [-3.23079, -0.78537, -1.49925], [-3.03226, 1.72575, -1.69047], [-5.23606, 0.54433, -1.50513], [-1.79199, -0.90683, 3.24306], [-2.98590, -1.02102, 3.93016], [-3.16166, -2.08785, 4.81146], [-2.15650, -3.02194, 5.00883], [-0.95147, -2.92344, 4.31464], [-0.78494, -1.88448, 3.41922], [2.46339, -3.71360, -0.31545], [3.52374, -2.63958, -0.05932], [2.32188, -3.79291, -1.84057], [2.94771, -5.03245, 0.25525], [-1.34249, -5.89655, -0.80354], [-0.61839, -4.53657, -1.66577], [0.40605, -5.81532, -0.99362], [-0.99684, -6.20019, 1.63510], [0.74996, -5.98609, 1.52834], [-0.21824, -4.98077, 2.61745], [-2.57442, -4.52322, 0.64900], [-1.87033, -3.27550, 1.67382], [-1.97054, -3.02557, -0.07304], [1.30085, -3.40586, 2.78627], [2.25778, -2.11602, 2.11125], [-2.82646, 1.35560, 2.71678], [-1.72522, 1.96208, 1.50773], [-5.31809, 2.97943, -0.41667], [-5.90581, 3.81116, 1.01879], [-4.17353, 3.68177, 0.72161], [-6.83174, 0.85070, 0.59329], [-6.45638, 0.36158, 2.23478], [-7.19727, 1.93998, 1.92203], [-3.88541, 2.89015, 3.03740], [-5.62551, 3.03115, 3.19002], [-4.84853, 1.52336, 3.63954], [-2.16367, -0.95280, -1.36493], [-3.75638, -1.60348, -1.00654], [-3.41069, -0.85864, -2.57544], [-1.97285, 1.78597, -1.43509], [-3.09322, 1.60731, -2.77760], [-3.45992, 2.69297, -1.44157], [-5.76628, -0.30579, -1.07285], [-5.80231, 1.44987, -1.29765], [-5.23350, 0.40744, -2.59009], [-3.78324, -0.30847, 3.79602], [-4.09380, -2.17581, 5.35399], [-2.29908, -3.83200, 5.71225], [-0.16514, -3.64666, 4.48986], [3.20390, -1.67404, -0.45319], [3.79765, -2.53065, 0.99071], [4.43664, -2.91640, -0.59704], [2.08569, -2.81438, -2.26270], [3.26922, -4.13270, -2.27099], [1.54724, -4.48759, -2.15012], [3.05046, -4.99350, 1.34195], [2.27109, -5.84742, 0.00832], [3.93032, -5.27138, -0.16365], [3.56880, 2.54302, -0.04096], [2.77601, 1.99361, -1.21279], [3.57039, 1.99507, -2.50005], [2.42566, 0.60766, -0.92856], [1.48450, 2.84585, -1.38529], [1.61945, 4.02222, -1.65259], [0.35973, 2.23213, -1.22333], [4.48796, 1.96781, 0.09557], [2.97187, 2.49984, 0.87292], [3.82369, 3.58254, -0.23544], [4.47680, 1.39983, -2.38031], [3.83164, 3.02035, -2.75768], [2.97300, 1.57038, -3.30660], [2.60508, 0.46417, 0.01680], [1.14192, 2.06760, -6.11538], [1.23744, 0.54303, -5.96858], [2.68014, 0.06774, -6.18042], [0.28736, -0.15916, -6.94482], [0.83349, 0.20321, -4.59271], [0.51815, -0.00674, -3.50987], [1.44089, 2.34678, -7.12666], [1.79828, 2.57265, -5.40667], [0.12277, 2.41387, -5.94569], [2.99347, 0.32294, -7.19347], [2.75961, -1.01241, -6.05599], [3.35870, 0.55123, -5.47797], [0.57599, 0.09311, -7.96590], [-0.74183, 0.16319, -6.78843], [0.33627, -1.24203, -6.83014], [0.96848, 0.58290, 1.42529]], "multiplicity": 1, "homo_energy_ev": -7.243, "orbital_gap_ev": 7.64, "total_energy_ev": -72361.098}


[3]
{"formula": "C33H60Cl8O21", "method": "ωB97M-V/def2-TZVPD", "symbols": ["Cl", "C", "C", "Cl", "H", "H", "H", "H", "Cl", "C", "C", "Cl", "H", "H", "H", "H", "Cl", "C", "C", "Cl", "H", "H", "H", "H", "Cl", "C", "C", "Cl", "H", "H", "H", "H", "C", "C", "O", "C", "O", "O", "H", "H", "H", "H", "C", "C", "O", "C", "O", "O", "H", "H", "H", "H", "C", "C", "O", "C", "O", "O", "H", "H", "H", "H", "C", "C", "O", "C", "O", "O", "C", "H", "H", "H", "H", "H", "H", "H", "H", "C", "C", "O", "C", "O", "O", "C", "H", "H", "H", "H", "H", "H", "H", "H", "C", "C", "O", "C", "O", "O", "C", "H", "H", "H", "H", "H", "H", "H", "H", "C", "C", "O", "C", "O", "O", "C", "H", "H", "H", "H", "H", "H", "H", "H"], "coordinates": [[6.02394, -3.57181, 1.54987], [7.29239, -2.29797, 1.17640], [8.41631, -2.94038, 0.41478], [9.46822, -3.94314, 1.43222], [7.67391, -1.78517, 2.05933], [6.82066, -1.54746, 0.54213], [9.06471, -2.16103, 0.01442], [8.11298, -3.52398, -0.45442], [3.18445, 6.84531, 0.09667], [2.64310, 5.13856, 0.22553], [3.41969, 4.36571, 1.26782], [3.26506, 5.01203, 2.91770], [2.84565, 4.57720, -0.68658], [1.57291, 5.09405, 0.42757], [4.47838, 4.26551, 1.02857], [3.14354, 3.31913, 1.13933], [1.84367, 0.20438, 4.53183], [1.68103, 0.77847, 6.24933], [1.08241, 2.22920, 6.21474], [2.28709, 3.47427, 5.90896], [2.66906, 0.78732, 6.70956], [1.19803, -0.02017, 6.81235], [0.77333, 2.50406, 7.22321], [0.21315, 2.31152, 5.56228], [6.69629, 0.53100, -6.55962], [5.01332, 0.69224, -5.98807], [4.77209, 0.56856, -4.49257], [5.06305, 2.12637, -3.57099], [4.41645, 0.01716, -6.60135], [4.67335, 1.67399, -6.31773], [5.49461, -0.20447, -4.23088], [3.75806, 0.32187, -4.17794], [-4.33051, 1.43554, -3.11523], [-3.50523, 2.04516, -4.28720], [-2.83698, 3.08861, -3.62934], [-2.62294, 2.73561, -2.33792], [-1.75006, 3.24967, -1.64642], [-3.53436, 1.86782, -1.94936], [-4.43772, 0.35098, -3.09734], [-5.32550, 1.87617, -3.05243], [-4.23568, 2.40428, -5.01217], [-2.69188, 1.52063, -4.78862], [-0.48673, 5.34336, 3.95363], [-1.18916, 6.43515, 4.58702], [-2.43745, 6.48840, 3.90083], [-2.60094, 5.50103, 3.06600], [-3.63143, 5.16900, 2.53195], [-1.43885, 4.80269, 3.09335], [-0.46428, 4.60426, 4.75446], [0.43763, 5.58926, 3.43096], [-0.55638, 7.32266, 4.59325], [-1.46689, 6.20188, 5.61490], [-0.28607, -6.87230, -2.00051], [0.69675, -7.04002, -3.04016], [1.52833, -5.92789, -2.93806], [1.30403, -5.30747, -1.80952], [1.89997, -4.33718, -1.49016], [0.34476, -5.94189, -1.15476], [-0.36958, -7.80921, -1.44976], [-1.26547, -6.50675, -2.30911], [0.18956, -7.03303, -4.00494], [1.35430, -7.90856, -3.00341], [-0.73798, 1.49956, 1.78967], [0.29582, 1.74060, 0.83812], [0.76389, 0.47200, 0.53462], [2.03923, 0.45182, -0.03209], [2.65494, 1.41057, -0.40506], [2.42611, -0.80939, -0.09322], [3.49752, -1.30576, -0.82550], [-1.17056, 2.39236, 2.24121], [-0.35373, 0.96780, 2.66012], [-1.58314, 0.99968, 1.31647], [1.12329, 2.27681, 1.30274], [0.03499, 2.31306, -0.05203], [4.33771, -1.51412, -0.16311], [3.76633, -0.58932, -1.60175], [3.28614, -2.22881, -1.36530], [0.28374, -2.73902, 2.28159], [0.49095, -4.24057, 2.16369], [-0.80505, -4.89092, 2.27692], [-0.97031, -6.04613, 2.77777], [-0.01494, -6.71997, 3.30438], [-2.19150, -6.37670, 2.64587], [-2.74004, -7.68424, 2.95425], [-0.49034, -2.48244, 1.55836], [1.21063, -2.16550, 2.28825], [-0.26025, -2.51657, 3.19956], [1.20072, -4.70581, 2.84770], [0.77530, -4.49709, 1.14318], [-2.45221, -8.35149, 2.14183], [-3.81897, -7.69609, 3.10876], [-2.13262, -8.08025, 3.76809], [-0.84636, -2.25046, -1.68558], [-1.19282, -0.81043, -1.86111], [-1.35704, -0.61929, -3.25647], [-0.24068, -0.42046, -4.02038], [0.95445, -0.34421, -3.64280], [-0.68835, -0.46377, -5.28795], [0.16887, -0.18233, -6.35510], [0.03703, -2.69505, -2.14390], [-1.75615, -2.79809, -1.93151], [-0.67050, -2.37792, -0.61744], [-0.54307, -0.04539, -1.43610], [-2.11424, -0.59718, -1.31925], [-0.33303, -0.45172, -7.28441], [1.08008, -0.77815, -6.30221], [0.46424, 0.85617, -6.50471], [-3.85955, 2.17056, 1.46162], [-5.38556, 2.43189, 1.52005], [-5.97419, 2.40523, 0.23676], [-7.27472, 2.52826, 0.08276], [-8.02283, 2.71233, 1.06086], [-7.58023, 2.50171, -1.19316], [-8.94748, 2.62603, -1.55341], [-3.70859, 1.10957, 1.26263], [-3.48601, 2.44544, 2.44803], [-3.29987, 2.78339, 0.75502], [-5.53616, 3.39145, 2.01469], [-5.75947, 1.73787, 2.27280], [-9.50215, 3.38869, -1.00679], [-9.41625, 1.64262, -1.58896], [-9.02679, 3.02901, -2.56307]], "multiplicity": 1, "homo_energy_ev": -10.025, "orbital_gap_ev": 10.29, "total_energy_ev": -178368.967, "e_above_lowest_kcal_mol": 11.7}